1.
The following is a quantum chemistry calculation of 2 unconnected molecules or ions with the total composition C3H9NO2 in a non-equilibrium geometry, from the Open Molecules 2025 dataset.

Its SMILES is CC(N)=O.CO. The frontier orbital gap is 10.65 eV. Its energy above the lowest of the compared OMol25 structures with the same formula, charge and spin is 31.5 kcal per mole. The calculation puts the maximum force at 4.00 eV Å⁻¹. As for the total energy: -324.92246 hartree. The LUMO energy comes out at 0.732 eV. As for the HOMO energy: -9.9 eV.

ORCA input file:
```
! RIJCOSX wB97M-V def2-TZVPD def2/J DEFGRID3
* xyz 0 1
C 2.01 1.24 1.37
C 0.78 1.48 0.62
N -0.10 2.25 1.31
O 0.58 1.05 -0.53
H 2.76 2.04 1.35
H 2.65 0.35 1.02
H 1.86 1.00 2.37
H -0.96 2.56 0.90
H 0.02 2.51 2.26
C -1.75 -2.69 -1.61
O -1.55 -1.67 -2.56
H -2.72 -2.43 -1.13
H -1.78 -3.58 -2.18
H -1.08 -2.88 -0.80
H -0.71 -1.22 -2.39
*
```

Löwdin population analysis, charges in e, atoms 1 to 6: atom 1 (C): -0.034, atom 2 (C): -0.588, atom 3 (N): 0.156, atom 4 (O): 0.020, atom 5 (H): 0.092, atom 6 (H): 0.116



2.
The following is a quantum chemistry calculation of a single C3H9NO2 molecule in a non-equilibrium geometry, from the Open Molecules 2025 dataset.

Its SMILES is NC(CO)CO. The frontier orbital gap is 10.31 eV. Its energy above the lowest of the compared OMol25 structures with the same formula, charge and spin is 33.2 kcal per mole. The calculation puts the maximum force at 1.64 eV Å⁻¹. As for the total energy: -324.91978 hartree. The LUMO energy comes out at 0.786 eV. As for the HOMO energy: -9.5 eV.

ORCA input file:
```
! RIJCOSX wB97M-V def2-TZVPD def2/J DEFGRID3
* xyz 0 1
N 0.37 -1.33 -0.68
C -0.22 -0.05 -0.30
C -0.57 0.03 1.19
O -1.38 -1.12 1.49
C 0.71 1.09 -0.65
O 0.60 1.44 -2.06
H 1.17 -1.54 -0.09
H -0.32 -2.04 -0.47
H -1.12 0.07 -0.88
H -1.12 0.94 1.44
H 0.35 -0.03 1.76
H -1.67 -1.11 2.40
H 1.75 0.89 -0.41
H 0.40 2.00 -0.16
H 1.07 0.75 -2.56
*
```

Löwdin population analysis, charges in e, atoms 1 to 6: atom 1 (N): 0.053, atom 2 (C): -0.389, atom 3 (C): -0.222, atom 4 (O): -0.077, atom 5 (C): -0.218, atom 6 (O): -0.082



3.
The following is a quantum chemistry calculation of 2 unconnected molecules or ions with the total composition C3H9NO2, from the Open Molecules 2025 dataset.

Its SMILES is CN(C)C=O.O. The frontier orbital gap is 10.34 eV. Its energy above the lowest of the compared OMol25 structures with the same formula, charge and spin is 22.1 kcal per mole. The calculation puts the maximum force at 0.95 eV Å⁻¹. As for the total energy: -324.93739 hartree. The LUMO energy comes out at 0.624 eV. As for the HOMO energy: -9.7 eV.

ORCA input file:
```
! RIJCOSX wB97M-V def2-TZVPD def2/J DEFGRID3
* xyz 0 1
C -0.67 -1.03 -0.33
N -0.70 0.33 0.16
C -2.00 0.91 0.49
C 0.42 1.04 0.35
O 1.56 0.62 0.20
H -0.98 -1.10 -1.37
H -1.36 -1.65 0.22
H 0.32 -1.47 -0.29
H -2.20 1.78 -0.12
H -2.03 1.22 1.53
H -2.79 0.19 0.27
H 0.26 2.07 0.65
O 3.73 -1.05 -0.80
H 3.13 -1.66 -0.35
H 3.31 -0.20 -0.61
*
```

Löwdin population analysis, charges in e, atoms 1 to 6: atom 1 (C): -0.044, atom 2 (N): -0.184, atom 3 (C): -0.044, atom 4 (C): -0.320, atom 5 (O): 0.001, atom 6 (H): 0.094



4.
The following is a quantum chemistry calculation of a molecular structure, C3H9NO2 in a non-equilibrium geometry, from the Open Molecules 2025 dataset.

The frontier orbital gap is 9.24 eV. Its energy above the lowest of the compared OMol25 structures with the same formula, charge and spin is 152.7 kcal per mole. The calculation puts the maximum force at 4.67 eV Å⁻¹. As for the total energy: -324.72929 hartree. The LUMO energy comes out at 0.539 eV. As for the HOMO energy: -8.7 eV.

ORCA input file:
```
! RIJCOSX wB97M-V def2-TZVPD def2/J DEFGRID3
* xyz 0 1
C -0.09 1.24 -0.40
C -1.09 -1.37 -0.22
C 1.32 -1.00 0.35
N 0.01 -0.48 0.07
O -0.45 0.91 0.87
O -0.69 2.91 0.11
H -0.03 3.30 0.70
H -0.79 1.19 -1.23
H 0.94 1.52 -0.61
H 1.71 -1.51 -0.54
H -1.21 -2.11 0.58
H -0.90 -1.90 -1.16
H -2.02 -0.81 -0.32
H 1.28 -1.72 1.18
H 2.00 -0.19 0.62
*
```

Löwdin population analysis, charges in e, atoms 1 to 6: atom 1 (C): -0.247, atom 2 (C): -0.053, atom 3 (C): -0.057, atom 4 (N): -0.215, atom 5 (O): 0.011, atom 6 (O): -0.241



5.
The following is a quantum chemistry calculation of 2 unconnected molecules or ions with the total composition C3H9NO2 in a non-equilibrium geometry, from the Open Molecules 2025 dataset.

The frontier orbital gap (alpha / beta) is 9.19 / 5.09 eV. Its energy above the lowest of the compared OMol25 structures with the same formula, charge and spin is 29.6 kcal per mole. The calculation puts the maximum force at 4.44 eV Å⁻¹. As for the total energy: -324.57832 hartree. The LUMO energy (alpha / beta) comes out at -5.288 / -9.394 eV. As for the HOMO energy (alpha / beta): -14.5 / -14.5 eV.

ORCA input file:
```
! RIJCOSX wB97M-V def2-TZVPD def2/J DEFGRID3
* xyz 1 2
C 0.62 -0.93 -0.57
C 0.09 0.48 -0.30
C -1.39 0.62 -0.69
N -1.66 0.60 -2.00
O -2.25 0.23 0.11
H -0.05 -1.62 -0.02
H 1.56 -1.05 -0.05
H 0.57 -1.27 -1.60
H 0.09 0.80 0.75
H 0.78 1.16 -0.82
H -1.01 0.20 -2.66
H -2.60 0.77 -2.35
H 2.36 -0.11 3.83
H 1.26 -0.28 2.89
O 1.64 0.41 3.48
*
```

Löwdin population analysis, charges in e, atoms 1 to 6: atom 1 (C): -0.051, atom 2 (C): -0.118, atom 3 (C): -0.349, atom 4 (N): 0.273, atom 5 (O): 0.378, atom 6 (H): 0.100



6.
The following is a quantum chemistry calculation of 2 unconnected molecules or ions with the total composition C3H9NO2S, from the Open Molecules 2025 dataset.

The frontier orbital gap (alpha / beta) is 2.70 / 8.92 eV. Its energy above the lowest of the compared OMol25 structures with the same formula, charge and spin is 7.7 kcal per mole. The calculation puts the maximum force at 0.93 eV Å⁻¹. As for the total energy: -723.11803 hartree. The LUMO energy (alpha / beta) comes out at 3.363 / 3.426 eV. As for the HOMO energy (alpha / beta): 0.7 / -5.5 eV.

ORCA input file:
```
! RIJCOSX wB97M-V def2-TZVPD def2/J DEFGRID3
* xyz -1 2
C -0.34 -0.42 0.88
C -1.35 0.72 0.81
S -2.97 0.20 1.49
C 1.08 0.05 0.69
N 1.84 -0.83 -0.05
O 1.59 1.05 1.14
H -0.39 -0.85 1.89
H -0.57 -1.13 0.09
H -1.03 1.61 1.33
H -1.50 0.98 -0.23
H -3.49 -0.12 0.26
H 1.44 -1.67 -0.43
H 2.82 -0.66 -0.13
H 1.55 0.21 -2.07
H 0.19 0.48 -2.73
O 1.14 0.39 -2.93
*
```

Löwdin population analysis, charges in e, atoms 1 to 6: atom 1 (C): -0.293, atom 2 (C): -0.661, atom 3 (S): 0.478, atom 4 (C): -0.616, atom 5 (N): 0.107, atom 6 (O): 0.032



7.
The following is a quantum chemistry calculation of 2 unconnected molecules or ions with the total composition C3H9NO2S in a non-equilibrium geometry, from the Open Molecules 2025 dataset.

The frontier orbital gap is 5.76 eV. Its energy above the lowest of the compared OMol25 structures with the same formula, charge and spin is 15.7 kcal per mole. The calculation puts the maximum force at 1.86 eV Å⁻¹. As for the total energy: -723.05702 hartree. The LUMO energy comes out at 6.098 eV. As for the HOMO energy: 0.3 eV.

ORCA input file:
```
! RIJCOSX wB97M-V def2-TZVPD def2/J DEFGRID3
* xyz -2 1
C 0.59 -0.05 0.20
C 1.67 0.23 -0.84
S 3.43 -0.01 -0.26
N -0.69 -0.31 -0.50
C -1.77 -0.93 0.28
O -2.22 -0.29 1.37
H 0.84 -0.93 0.81
H 0.42 0.81 0.85
H 1.55 1.23 -1.27
H 1.58 -0.54 -1.60
H -0.72 0.31 -1.29
H -1.31 -1.89 0.59
H -2.52 -1.20 -0.50
H -3.11 0.83 0.86
H -3.23 1.23 -0.70
O -3.65 1.38 0.15
*
```

Löwdin population analysis, charges in e, atoms 1 to 6: atom 1 (C): -0.345, atom 2 (C): -0.784, atom 3 (S): -0.079, atom 4 (N): -0.103, atom 5 (C): -0.539, atom 6 (O): -0.319



8.
The following is a quantum chemistry calculation of 2 unconnected molecules or ions with the total composition C3H9NO2S in a non-equilibrium geometry, from the Open Molecules 2025 dataset.

The frontier orbital gap is 6.15 eV. Its energy above the lowest of the compared OMol25 structures with the same formula, charge and spin is 36.6 kcal per mole. The calculation puts the maximum force at 4.20 eV Å⁻¹. As for the total energy: -723.02377 hartree. The LUMO energy comes out at 6.115 eV. As for the HOMO energy: 0.0 eV.

ORCA input file:
```
! RIJCOSX wB97M-V def2-TZVPD def2/J DEFGRID3
* xyz -2 1
C -0.16 -0.29 0.74
O -1.53 0.42 0.50
C 0.36 -0.77 -0.64
C 1.76 -1.33 -0.60
S 3.07 0.04 -0.27
N -0.12 0.10 -1.79
H -0.36 -1.12 1.46
H 0.56 0.44 0.99
H -0.25 -1.76 -0.66
H 1.82 -1.96 0.27
H 1.68 -1.89 -1.55
H 0.43 0.97 -1.77
H -1.11 0.36 -1.53
H -1.72 1.29 1.04
H -2.05 3.15 1.69
O -2.39 2.34 2.13
*
```

Löwdin population analysis, charges in e, atoms 1 to 6: atom 1 (C): -0.186, atom 2 (O): -0.235, atom 3 (C): -0.542, atom 4 (C): -0.678, atom 5 (S): -0.042, atom 6 (N): 0.003